Computed, not measured: a cluster of 9 separate species, C33H54O27 in total at a distorted geometry, with ωB97M-V/def2-TZVPD.

Its energy above the lowest of the compared OMol25 structures with the same formula, charge and spin is 79.20 kcal per mole. As for the spin multiplicity: 1. The SMILES is C[C@H]1COC(=O)O1.C[C@H]1COC(=O)O1.C[C@H]1COC(=O)O1.C[C@H]1COC(=O)O1.C[C@H]1COC(=O)O1.C[C@H]1COC(=O)O1.COC(=O)OC.COC(=O)OC.COC(=O)OC. The LUMO energy is -0.2 eV. The orbital gap comes out at 0.38338 Eh. The calculation puts the highest occupied orbital energy at -10.62 eV.

Geometry as XYZ:
```
114
C33H54O27 (ωB97M-V/def2-TZVPD)
H 2.250 -1.244 -2.356
C -3.239 3.256 1.323
H 2.619 3.209 -0.887
C 1.553 3.125 -0.601
O -3.201 0.961 -4.594
H 1.244 4.137 -0.808
H -0.812 -5.404 -1.398
H -2.463 -4.274 1.927
O -0.694 -0.980 -0.249
H 3.020 -3.859 -1.449
H 2.700 -0.653 2.256
H 0.664 -2.827 -0.509
H -1.432 3.900 1.771
H -0.661 2.486 -5.363
H -4.086 -1.238 -3.499
H 0.656 -1.653 -2.643
O -4.858 -5.152 -1.887
C -6.767 -2.290 -1.822
H -3.821 2.900 0.481
C -4.818 -2.060 -3.258
H 4.941 5.456 4.497
H -2.073 -0.880 -1.616
H -4.159 1.634 2.564
H -0.790 3.093 3.798
H 5.453 3.062 1.818
O -2.765 -5.816 -1.577
O -3.514 3.249 3.646
O -3.290 1.869 -2.566
O 0.941 0.438 -2.810
O 0.949 2.145 -1.524
O -3.368 -4.018 -0.631
O 3.131 2.393 3.732
H -1.344 1.121 -6.216
O -3.706 4.504 1.724
C 5.779 0.127 1.760
C -3.741 -5.000 -1.341
H 0.570 2.705 2.623
H 1.591 -0.964 -4.116
C 2.879 -3.631 -0.346
C -1.942 1.768 -2.887
H -1.488 -6.152 0.040
H 1.449 3.168 0.421
H 6.571 3.219 0.424
H 5.038 4.112 5.537
H -2.425 1.685 2.777
H 4.580 -2.408 -0.713
O 4.063 -2.513 1.237
C 6.643 1.324 1.302
O -5.274 1.532 -3.822
C -0.140 -0.419 0.844
O -4.027 5.479 3.808
H 0.038 0.914 -5.160
C 4.157 -3.783 1.417
C -5.460 -1.429 -0.059
O -4.941 -1.348 1.053
O 6.236 -0.781 0.743
C -2.002 -4.153 -0.245
O -0.887 0.169 1.814
C 5.883 2.563 0.973
H -0.880 -4.229 1.669
C 2.436 3.493 4.361
H 4.720 0.363 1.612
H 5.021 2.629 0.367
H -6.398 -3.317 -1.950
H 3.167 -1.408 -0.294
O 7.927 -1.035 -0.764
C 4.537 4.478 4.712
H -1.455 -3.439 -0.872
O 1.138 -0.677 1.077
H -1.503 2.788 -3.075
H 0.376 1.654 4.125
H -1.719 4.014 -0.073
C 1.360 -3.564 -0.032
H -4.363 -2.970 -2.812
C 1.799 -0.073 2.151
C -1.626 -5.454 -0.777
H -7.795 -2.137 -2.222
H 1.003 -4.603 -0.220
C -4.068 1.482 -3.712
C -1.894 0.943 -4.154
O -6.649 -1.926 -0.426
H 2.033 0.942 1.943
H -5.286 -2.413 -4.177
C -5.688 -1.360 -2.358
H 1.270 -3.433 0.992
O -4.913 -1.073 -1.184
H -1.898 -2.630 1.304
C 7.324 -0.379 0.072
C 0.225 2.727 3.677
O 7.524 0.892 0.299
C -3.328 2.334 2.651
C 1.367 -0.915 -2.940
O 4.941 -4.264 2.290
O 1.086 3.697 4.330
C -1.778 3.417 0.854
H 7.268 1.597 2.127
H -1.938 0.432 -0.453
H -1.761 -0.097 -3.974
C -2.022 -0.637 -0.557
C 3.687 -2.395 -0.048
C -3.789 4.471 3.112
O 3.134 4.510 4.930
H 4.813 3.841 3.919
C -0.916 1.404 -5.275
C -1.815 -3.759 1.290
H 6.018 -0.275 2.774
H -2.851 -0.937 0.073
H -5.989 -0.403 -2.785
H 1.388 -0.149 3.088
O 3.528 -4.523 0.495
H -1.240 2.461 0.635
O 2.870 0.799 -1.234
C 1.595 1.083 -1.797
H -1.372 1.240 -2.132
```

---

Computed, not measured: a structure of composition C33H55AlFIN6O4P2S, with ωB97M-V/def2-TZVPD.

As for the net charge: +2. As for the spin multiplicity: 1. The LUMO energy is -4.7 eV. The orbital gap comes out at 0.27190 Eh. The calculation puts the highest occupied orbital energy at -12.12 eV.

Geometry as XYZ:
```
104
C33H55AlFIN6O4P2S (ωB97M-V/def2-TZVPD)
H 4.738 0.502 -2.017
N -1.480 1.263 0.128
H -0.131 -4.025 3.586
F -1.576 -1.041 -1.142
P 0.775 -2.296 1.184
C 2.935 3.146 -0.743
H 0.164 -1.006 -4.653
H 3.244 -2.788 2.575
H -1.800 2.597 -2.013
C 2.427 -3.105 3.214
C -1.568 -3.497 0.619
O 1.245 -0.984 -1.451
H 0.954 1.265 1.906
H 2.398 -4.197 3.246
H 1.648 -0.044 -4.367
C 0.006 -2.940 3.583
C 4.302 -0.478 -2.219
O 0.128 -0.964 0.921
H -6.098 1.143 0.147
H -1.946 -2.497 0.807
C 3.044 3.562 0.580
H -3.069 -0.472 4.071
H -3.996 2.230 0.777
C 0.477 -4.836 0.464
C 3.616 -4.028 -1.993
C -1.904 0.842 -4.495
H 0.085 -5.373 -0.400
N 1.153 -2.550 2.746
H 0.186 -2.605 4.603
C 2.332 2.882 1.552
C 4.856 -1.263 0.041
N 2.431 -3.169 -1.998
H 5.315 -0.302 0.271
H 4.434 -1.667 0.955
N 1.388 1.451 -0.099
C -1.431 3.731 0.639
C -3.977 -1.099 -1.214
I 3.987 4.065 -2.279
H -1.185 5.272 -0.763
Al -0.082 0.193 -0.620
H 1.128 -4.536 -2.902
C 0.635 -0.031 -4.765
C -2.837 -0.445 -0.836
C -1.445 2.381 1.053
S -0.279 1.201 -3.852
C 2.094 2.093 -1.039
H -3.925 -2.033 -1.758
O 2.215 -2.354 0.473
C -1.325 3.132 3.361
H -2.977 1.203 4.607
H 1.561 -4.789 0.374
H -1.327 2.900 4.419
N -0.103 -3.488 0.485
C -2.734 0.755 -0.139
H 1.805 -3.330 -4.008
C -1.217 4.447 2.958
H 2.392 3.168 2.593
H -0.764 -0.308 4.771
H 0.538 -2.870 -2.842
C -3.211 4.626 -0.870
H 0.657 0.275 -5.811
P 2.398 -1.855 -1.053
H 5.061 -1.113 -2.682
H -0.182 3.311 -1.886
C -5.184 -0.509 -0.858
C -0.423 0.361 3.980
N 3.811 -1.056 -0.964
H 4.262 -3.790 -1.148
H -1.560 -0.013 2.190
H 1.978 1.744 -2.056
C 1.519 1.828 1.179
H -3.410 5.154 -1.805
H 3.480 -0.342 -2.923
H -3.755 0.812 3.072
C -1.250 3.532 -1.947
C -1.715 4.316 -0.741
H 0.217 -5.400 1.365
H 0.410 -0.126 3.470
H 2.615 -2.733 4.220
H -0.908 -2.459 3.233
C -1.576 0.698 3.015
C -5.163 0.683 -0.143
H -3.799 3.706 -0.872
H -2.106 -0.225 -4.418
C -2.926 0.555 3.731
H 3.311 -5.070 -1.898
H -1.875 -4.152 1.437
C -3.976 1.305 0.215
C -1.434 2.099 2.438
H -2.009 -3.868 -0.307
C -1.280 4.726 1.609
H -1.117 5.244 3.683
H -6.118 -0.978 -1.131
O -0.305 0.681 -2.428
H -0.031 1.251 4.472
H -1.928 1.173 -5.534
H -3.560 5.250 -0.048
H -1.425 4.119 -2.852
H -2.620 1.416 -3.914
H 4.190 -3.915 -2.915
H 5.632 -1.937 -0.329
C 1.417 -3.489 -2.999
H 3.679 4.398 0.843
H -1.251 5.758 1.282
```

---

Computed, not measured: a structure of composition C33H56F3I2N12O2V at a distorted geometry, with ωB97M-V/def2-TZVPD.

As for the net charge: +1. As for the spin multiplicity: 2. The LUMO energy (alpha / beta) is -3.4 / -3.4 eV. The orbital gap (alpha / beta) comes out at 0.20807 / 0.17700 Eh. The calculation puts the highest occupied orbital energy (alpha / beta) at -9.02 / -8.17 eV.

Geometry as XYZ:
```
109
C33H56F3I2N12O2V (ωB97M-V/def2-TZVPD)
H -4.258 0.419 0.322
C 3.125 0.277 3.341
H -4.179 -0.346 -4.201
H -5.792 0.835 -2.751
C -1.440 -0.982 2.770
N 3.163 -1.144 3.616
C -2.558 0.731 1.471
I 2.922 -1.330 -3.319
N 1.892 4.044 0.835
H -0.313 1.190 -4.964
H 3.886 1.616 -1.747
H 2.541 4.124 -2.300
H 3.810 4.235 1.691
C 0.001 2.416 1.964
C 2.793 3.952 1.981
C -3.260 -0.724 -1.786
F -2.904 2.341 -5.705
N -2.568 -0.361 -0.756
C 2.422 -1.475 -0.030
H 3.632 1.396 -0.022
O 3.573 -1.697 0.263
C 2.065 5.270 0.077
O 1.937 -0.322 -0.410
N -1.248 0.199 1.886
H 5.106 -1.485 4.361
C -0.565 1.232 2.715
H 4.966 -1.465 2.586
C -1.213 2.416 -1.492
H -2.646 -0.680 -4.994
C -0.612 1.553 -3.989
H -0.410 -2.754 2.121
H -4.601 1.397 -1.572
H -6.109 0.650 -1.020
C -0.116 0.948 -2.861
H -1.858 -2.709 -0.048
H 0.984 -5.920 -0.205
C -0.265 -1.975 2.872
H 2.832 2.932 2.354
H 3.569 -3.989 5.125
H 3.071 5.377 -0.345
H 2.352 0.758 3.943
H 0.575 0.121 -2.938
H -3.194 0.871 2.357
C 2.023 -1.875 3.391
H 2.465 -4.989 3.155
H -2.394 1.724 1.049
H 1.982 -3.944 5.903
C 1.532 2.843 0.198
H -3.613 -1.071 0.937
H 1.334 5.338 -0.723
N 0.119 -2.168 -0.043
H -1.404 2.773 -0.490
H 1.357 -4.002 2.202
H 2.473 4.612 2.791
C -2.117 3.227 -5.074
H -3.711 -2.020 -4.561
N 2.113 2.438 -1.032
C 1.897 3.242 -2.229
C 0.744 -4.866 -0.146
C -5.326 0.611 -1.783
H 4.145 2.993 -0.657
N -4.664 -0.676 -1.813
C 1.390 -2.584 -0.041
H -2.316 -1.530 2.423
H 2.924 -2.457 5.740
C -3.324 -0.118 0.478
F -2.867 4.292 -4.784
N 2.002 -3.124 3.988
H 0.856 3.560 -2.296
C -5.446 -1.790 -2.301
H -0.789 -1.319 -3.874
H -4.825 -2.683 -2.367
C -1.345 -1.709 -3.019
H -0.753 3.143 1.649
H -1.688 -0.597 3.766
N -2.654 -1.091 -2.962
N 0.759 1.974 0.762
H 4.381 -2.849 3.500
I 2.434 -1.409 -5.931
H -2.433 3.914 -2.415
H -1.395 -5.155 -0.142
C 1.752 -3.915 -0.094
H -0.784 -1.494 -2.119
C 1.623 -4.292 3.216
C -0.844 -3.090 -0.065
H 2.937 0.499 2.286
H -5.885 -1.603 -3.287
C -0.578 -4.447 -0.118
C -1.786 3.064 -2.578
C 2.661 -3.390 5.250
H 0.258 0.722 3.204
H 4.090 0.700 3.622
C 4.479 -1.766 3.513
H 0.614 2.937 2.692
H 2.802 -4.170 -0.096
H -6.264 -2.004 -1.608
H -1.250 1.593 3.494
C -1.499 2.613 -3.846
C 3.526 2.103 -0.841
V 0.116 0.178 -0.020
N -0.440 1.324 -1.607
H -0.372 -2.475 3.842
C -3.347 -1.041 -4.239
F -1.182 3.611 -5.951
H 0.776 -4.821 3.663
H 2.108 2.608 -3.092
H 1.894 6.114 0.747
H -1.420 -2.796 -3.139
N 1.039 -1.363 2.727
```

---

Computed, not measured: a cluster of 9 separate species, C33H57BBr17N2O7P2S2 in total at a distorted geometry, with ωB97M-V/def2-TZVPD.

As for the net charge: -1. As for the spin multiplicity: 1. The LUMO energy is 1.4 eV. The orbital gap comes out at 0.20483 Eh. The calculation puts the highest occupied orbital energy at -4.18 eV.

Geometry as XYZ:
```
121
C33H57BBr17N2O7P2S2 (ωB97M-V/def2-TZVPD)
H 2.936 -5.856 9.442
C -1.301 4.238 1.535
H -8.042 2.240 1.855
Br -2.812 -6.879 10.185
H -0.775 -0.572 -2.633
H 4.135 -5.913 -1.914
C 3.920 -3.847 -2.406
H 1.735 -7.160 9.342
H -2.415 -8.761 6.870
Br 5.851 -5.579 -3.663
H -1.896 -6.459 7.916
H -1.802 9.279 -6.475
C 2.060 -6.216 8.912
Br 2.261 -0.217 7.685
Br 4.963 -2.208 -2.394
Br 0.722 5.716 -1.505
H 3.507 -1.031 -0.865
C -3.505 3.497 -6.107
H 3.547 1.174 -4.785
H -1.503 5.296 1.452
C -1.287 7.643 -5.190
C 2.494 1.028 -4.547
H 0.773 -1.758 5.695
H 3.585 5.451 -1.166
C 0.932 -5.221 8.927
N -4.478 1.643 -5.635
C -2.315 3.321 1.805
H -4.323 -4.659 -4.833
H -0.458 0.479 1.771
H -0.887 -1.128 5.726
C 2.359 4.790 -6.300
O 3.084 1.697 -2.213
Br 1.557 -3.417 8.549
C -2.644 -7.162 8.268
C 4.193 -3.113 3.487
S -2.739 0.665 -3.764
O 1.505 -2.118 -2.080
H -2.644 -4.178 -4.509
C -1.995 1.969 1.899
Br -4.117 -2.191 -4.718
H -0.206 7.732 -5.135
H -3.150 4.440 -6.471
H -4.856 -3.845 -2.423
H 5.458 -4.898 -1.305
C -7.439 2.291 0.951
H -5.497 1.750 1.750
C 0.372 -0.295 7.241
O 3.706 4.743 -1.808
Br -6.927 4.159 0.779
C 0.007 3.797 1.359
H 3.498 2.990 -6.594
C -2.288 -8.585 7.935
C 1.044 0.579 -2.338
H 0.776 4.518 1.133
C 3.595 -2.379 2.314
H 3.065 5.612 -6.210
H -3.612 -6.904 7.847
H 0.243 -0.493 -4.029
H -0.016 0.714 7.327
H 0.478 -5.178 9.915
Br -0.818 7.624 -8.023
C 0.162 -0.879 5.870
Br -0.421 -8.974 8.312
C 4.768 -5.056 -2.127
C 2.964 3.485 -5.786
C -3.912 -4.259 -2.762
H -0.876 2.180 -3.246
Br -1.701 5.764 -4.960
H 3.615 3.704 -4.945
H -0.320 -0.180 -0.264
C -3.681 -4.019 -4.231
C -1.849 8.192 -6.474
N -4.547 2.808 -6.413
H 4.546 -4.099 3.205
C 2.557 2.705 0.142
H 2.967 -0.163 -2.968
C 2.429 0.791 -3.042
H -1.735 8.148 -4.337
C 1.748 1.951 1.201
O 0.238 -0.973 -0.187
O 0.814 1.767 -1.643
C -0.691 1.532 1.702
H -3.328 3.671 1.939
H 1.677 0.897 0.951
H 2.563 3.767 0.384
H -2.779 1.259 2.127
H 1.978 4.687 -7.313
H -6.574 0.386 1.382
H 3.004 -1.512 2.593
H 5.014 -2.539 3.912
S 1.601 2.422 -5.279
C -1.017 1.236 -3.757
H 2.261 1.996 2.168
C -6.249 1.374 1.062
H -0.765 1.407 -4.797
B 2.084 2.501 -1.419
H -2.874 -9.304 8.497
Br 2.627 -6.629 7.100
Br 0.587 0.397 4.470
O -2.731 2.902 -5.174
P 1.414 -0.883 -1.261
H 2.195 0.114 -5.056
Br 2.955 -3.380 4.961
P 2.226 4.255 -2.438
H -2.871 7.871 -6.647
H -0.079 -0.929 8.002
H -3.874 -5.323 -2.537
C 0.337 2.441 1.421
Br -5.367 1.107 -0.645
C -0.139 0.105 -3.207
H 4.386 -2.071 1.635
Br 2.438 -3.532 1.260
Br -2.514 -3.442 -1.681
H 0.174 -5.454 8.187
C -3.399 1.755 -4.924
H 3.423 -3.883 -3.368
H 3.579 2.327 0.192
O 2.731 -0.671 -0.400
H 1.502 5.044 -5.678
H -8.054 2.059 0.088
H 3.173 -3.709 -1.629
```